# 1
Computed, not measured: a structure of composition C12H14IrN7O4Se, with wB97M-V/def2-TZVPD.

The calculation puts the max |F| at 0.97 eV/A. The orbital gap (spin up / spin down) is 7.2462 / 5.4559 eV. Its net charge is +1. As for the LUMO energy (spin up / spin down): -3.499 / -6.705 eV. As for the multiplicity: 6.

Last column: natural (NBO) charge in e.
CARTESIAN COORDINATES (ANGSTROEM)
Ir -0.95598 0.70901 -0.58634  1.20
N 0.34226 -0.40664 -2.04410  -0.83
C -0.46900 -1.26472 -2.94470  -0.32
C -1.79899 -0.60225 -3.22065  0.63
O -2.32864 -0.66592 -4.30157  -0.52
N -2.31012 0.03518 -2.09283  -0.62
C -3.44023 0.78791 -2.25315  -0.26
C -2.82666 2.48631 -2.27977  0.85
O -3.51447 3.15176 -2.98547  -0.45
O -1.82940 2.59087 -1.52777  -0.71
H 0.80045 0.32162 -2.58844  0.41
H 1.07823 -0.94981 -1.61121  0.40
H -0.66752 -2.20363 -2.42956  0.23
H 0.02877 -1.47588 -3.88440  0.24
H -4.06443 0.87942 -1.36500  0.24
H -3.98303 0.64603 -3.17925  0.25
C 3.42168 1.34891 1.82785  -0.41
N 3.40346 -0.12148 1.82567  -0.32
C 4.51630 -0.94264 1.91935  -0.04
C 4.06989 -2.21248 1.90897  -0.05
N 2.68987 -2.15604 1.79312  -0.32
C 1.78792 -3.31688 1.75263  -0.41
C 2.30499 -0.87767 1.74587  0.19
Se 0.52786 -0.23782 1.68112  0.29
H 4.30747 1.68570 2.35674  0.24
H 2.53838 1.72117 2.34267  0.24
H 3.43839 1.73301 0.81032  0.23
H 5.51669 -0.54948 1.99490  0.26
H 4.60397 -3.14634 1.97405  0.26
H 2.27423 -4.15208 2.24640  0.24
H 1.55966 -3.58827 0.72394  0.22
H 0.86750 -3.08472 2.28128  0.24
O -0.84428 1.94591 1.21459  -0.46
N -1.96642 1.23689 1.14971  -0.13
C -3.11217 1.82114 1.40960  -0.04
C -3.19318 3.17849 1.85693  0.21
N -3.26119 4.26854 2.22040  -0.19
C -4.29032 1.03040 1.21609  0.23
N -5.22195 0.37645 1.04201  -0.22

***

# 2
Computed, not measured: the molecule C12H14N2, with wB97M-V/def2-TZVPD.

The calculation puts the max |F| at 5.43 eV/A. The orbital gap is 8.6422 eV. The SMILES is c1ccc2c(c1)cc1n2CCCNC1. As for the LUMO energy: 0.943 eV.

Last column: natural (NBO) charge in e.
CARTESIAN COORDINATES (ANGSTROEM)
C -2.37637 -1.30049 -0.75495  -0.45
C -3.43155 -0.58105 0.19754  -0.20
C -2.25802 1.45498 -0.15285  -0.23
C -0.72371 1.06417 -0.21474  0.13
C 0.41881 1.76427 -0.30401  -0.28
C 1.56668 0.91739 0.09374  -0.12
C 2.94508 1.19097 0.04843  -0.17
C 3.82190 0.03039 -0.10608  -0.25
C 3.27566 -1.20066 0.11917  -0.22
C 1.87835 -1.43119 0.21959  -0.28
C 1.03251 -0.31290 0.20597  0.19
C -1.05436 -1.47326 -0.06348  -0.20
H -2.75161 -2.25036 -1.17116  0.23
H -1.89330 -0.66517 -1.50745  0.22
H -4.37514 -0.34550 -0.36238  0.18
H -3.76938 -1.26306 0.97621  0.21
H -2.55880 0.57572 1.72016  0.38
H -2.83166 1.29014 -1.12922  0.21
H -2.31754 2.55889 0.05139  0.22
H 0.54007 2.90357 -0.33078  0.22
H 3.25015 2.28074 -0.06525  0.22
H 4.99421 0.28753 -0.38295  0.23
H 3.90550 -2.18940 0.18436  0.22
H 1.58627 -2.44777 0.08493  0.21
H -0.40768 -2.16995 -0.51592  0.21
H -1.05048 -1.88761 1.02773  0.18
N -2.96223 0.61075 0.71714  -0.64
N -0.30783 -0.24125 0.09576  -0.39

***

# 3
Computed, not measured: the molecule C12H14N2O2S, with wB97M-V/def2-TZVPD.

The calculation puts the max |F| at 5.78 eV/A. The orbital gap is 7.2666 eV. The SMILES is CCOC(=O)CCCc1cccc2nsnc12. As for the LUMO energy: -1.307 eV.

Last column: natural (NBO) charge in e.
CARTESIAN COORDINATES (ANGSTROEM)
C 0.78655 2.55635 -0.11340  -0.65
C -0.01851 2.73252 1.26528  -0.09
O -0.91497 1.63735 1.58822  -0.53
C -2.09843 1.65962 0.80353  0.79
O -2.54276 2.69582 0.21902  -0.60
C -3.01994 0.32598 0.64635  -0.49
C -2.07631 -0.97755 0.42473  -0.41
C -1.46342 -1.09578 -1.06481  -0.44
C 0.14275 -1.25212 -0.89621  0.01
C 1.07937 -0.37897 -1.76595  -0.22
C 2.65668 -0.40324 -1.66630  -0.21
C 3.31279 -1.36804 -0.62797  -0.23
C 2.40984 -2.30662 0.24468  0.11
N 2.74646 -3.28321 1.24806  -0.58
S 1.33796 -4.03870 1.91052  0.83
N 0.14372 -3.18236 0.99409  -0.59
C 0.83315 -2.24831 0.10812  0.11
H 0.00577 2.24179 -0.91265  0.21
H 1.55177 1.70713 0.03564  0.22
H 1.30418 3.50312 -0.48950  0.23
H -0.50351 3.76783 1.25934  0.21
H 0.77034 2.76054 2.11560  0.19
H -3.48923 0.18230 1.69860  0.24
H -3.80044 0.47339 -0.17219  0.25
H -1.25052 -0.89418 1.23328  0.24
H -2.64081 -1.96964 0.62267  0.23
H -1.71315 -0.12958 -1.65576  0.22
H -1.87941 -1.97782 -1.67347  0.24
H 0.61874 0.34787 -2.53819  0.23
H 3.25957 0.30769 -2.33428  0.24
H 4.45179 -1.39320 -0.50705  0.24

***

# 4
Computed, not measured: the molecule C12H14N2O2S2, with wB97M-V/def2-TZVPD.

The calculation puts the max |F| at 3.90 eV/A. The orbital gap is 8.4288 eV. The SMILES is CC[C@]1(C)Cc2sc3c(=O)[nH]c(=S)[nH]c3c2CO1. As for the LUMO energy: 0.087 eV.

Last column: natural (NBO) charge in e.
CARTESIAN COORDINATES (ANGSTROEM)
O 0.14450 -4.66695 2.86878  -0.56
S -3.67792 -2.07572 3.43173  -0.14
O -0.43869 1.30907 -0.39429  -0.54
S 1.53472 -2.53807 0.51932  0.44
C -0.33090 -3.70898 2.38024  0.65
C -2.26265 -2.26014 2.77270  0.22
C 0.22905 -2.60023 1.65146  -0.37
C -0.30609 -1.31935 1.88126  0.18
C 0.20508 -0.31875 0.98444  -0.14
C 1.23720 -0.75597 0.21331  -0.07
N -1.64874 -3.47264 2.71045  -0.61
N -1.49300 -1.19717 2.56248  -0.58
C -0.22104 1.12248 0.92931  -0.07
C -0.60714 2.01943 -3.34576  -0.61
C 1.42114 2.71106 -1.13863  -0.65
C 1.74400 0.22235 -0.91500  -0.47
C 0.22977 0.87710 -2.72409  -0.41
C 0.70979 1.30649 -1.29221  0.29
H -1.96970 -4.16727 3.40760  0.44
H -1.75845 -0.24860 2.96167  0.44
H -1.16694 1.16467 1.48732  0.19
H 0.55804 1.82803 1.35461  0.18
H -1.09758 1.58840 -4.24072  0.21
H -0.00165 2.83163 -3.63564  0.20
H -1.41078 2.31834 -2.63871  0.22
H 2.21156 2.78053 -1.88701  0.22
H 0.67039 3.56458 -1.20767  0.23
H 1.94447 2.83108 -0.18211  0.22
H 2.65541 0.66556 -0.57742  0.22
H 2.10783 -0.40343 -1.76486  0.23
H -0.29047 -0.10291 -2.81873  0.23
H 1.07882 0.69538 -3.35385  0.20

***

# 5
Computed, not measured: a structure of composition C12H14N2S4Se2Te2Ti, with wB97M-V/def2-TZVPD.

The calculation puts the max |F| at 0.70 eV/A. The orbital gap is 6.1627 eV. As for the LUMO energy: -0.570 eV.

Last column: natural (NBO) charge in e.
CARTESIAN COORDINATES (ANGSTROEM)
Ti -0.55388 0.54307 0.15695  0.68
C -0.09868 -3.39507 2.45396  -0.65
C 0.23915 -2.05166 1.85836  -0.18
S -0.20990 -1.82522 0.17548  -0.10
C 0.85121 -1.05667 2.51779  -0.15
C 1.29572 -1.11459 3.95108  -0.64
S 1.24900 0.45103 1.70573  -0.17
H -0.90479 -3.85581 1.88734  0.23
H -0.42408 -3.29660 3.48978  0.22
H 0.76249 -4.06760 2.42763  0.22
H 1.02492 -2.05708 4.42436  0.22
H 0.85294 -0.29039 4.51351  0.22
H 2.38011 -0.99307 4.00592  0.22
C -3.39934 -0.75246 -1.63792  -0.67
C -2.08838 -0.68354 -2.32375  0.14
N -1.02503 -0.09490 -1.84780  -0.52
C 0.04288 -0.13160 -2.72440  0.12
C -0.21000 -0.79070 -3.88097  -0.41
S -1.82906 -1.34631 -3.89140  0.50
C 1.19996 0.65941 -2.33842  0.09
C 2.30091 0.97826 -3.06206  -0.40
S 3.21032 2.17547 -2.24134  0.48
C 2.05860 2.18528 -0.95459  0.15
N 1.09537 1.33233 -1.13725  -0.51
C 2.16959 3.11877 0.19604  -0.67
H -3.66335 0.24430 -1.27768  0.28
H -3.34071 -1.41404 -0.77229  0.26
H -4.17748 -1.11744 -2.30583  0.23
H 0.43728 -0.94678 -4.72752  0.25
H 2.60632 0.60325 -4.02458  0.25
H 2.41063 4.12111 -0.15618  0.24
H 2.94834 2.78915 0.88559  0.25
H 1.22190 3.15329 0.73183  0.27
Se -2.42088 0.06746 1.64513  -0.29
Te -1.54620 2.21185 2.57997  0.24
Te -2.84340 3.80640 0.82588  0.12
Se -1.62246 2.84112 -1.12835  -0.52

***

# 6
Computed, not measured: the molecule C12H14N4O4S, with wB97M-V/def2-TZVPD.

The calculation puts the max |F| at 1.48 eV/A. The orbital gap is 9.1199 eV. The SMILES is COc1cc(NS(=O)(=O)c2ccc(N)cc2)nc(OC)n1. As for the LUMO energy: 0.525 eV.

Last column: natural (NBO) charge in e.
CARTESIAN COORDINATES (ANGSTROEM)
C -2.39743 -1.85167 1.90817  -0.26
H -2.50647 -2.12343 0.85604  0.19
H -2.33484 -2.74204 2.53017  0.19
H -3.25381 -1.24054 2.19721  0.20
O -1.18518 -1.14793 2.11533  -0.48
C -1.03921 -0.01337 1.42635  0.57
N -2.03069 0.38784 0.64045  -0.57
C -1.83314 1.51016 -0.03872  0.71
N -0.70417 2.19694 -0.09511  -0.59
C 0.30256 1.76385 0.66905  0.44
C 0.16158 0.68680 1.53264  -0.43
H 0.94843 0.37890 2.19404  0.25
N 1.51058 2.39447 0.52372  -0.84
H 1.50068 3.14625 -0.15106  0.43
S 2.92291 1.43371 0.41953  2.31
O 3.42862 1.20812 1.73680  -0.92
O 3.74735 2.13086 -0.52077  -0.93
C 2.28435 -0.09247 -0.23658  -0.41
C 2.38100 -1.24293 0.52549  -0.09
C 1.72155 -2.38464 0.12729  -0.29
C 0.94061 -2.38001 -1.03505  0.20
C 0.88702 -1.21526 -1.81227  -0.26
C 1.55529 -0.07785 -1.41250  -0.16
H 1.50661 0.82776 -1.99653  0.23
H 0.30042 -1.21242 -2.71873  0.22
N 0.28290 -3.51027 -1.43094  -0.79
H -0.43670 -3.42217 -2.12726  0.39
H 0.16697 -4.24783 -0.75749  0.39
H 1.78103 -3.28345 0.72199  0.22
H 2.96054 -1.21332 1.43408  0.24
O -2.87515 1.92459 -0.75025  -0.47
C -2.69857 3.12666 -1.47878  -0.25
H -3.65209 3.31974 -1.96580  0.19
H -2.43799 3.94890 -0.80956  0.19
H -1.90555 3.01603 -2.22096  0.19

***

Record-wise molecular weight values, in g/mol: 591.466 186.258 250.323 282.390 775.513 310.335